1.
{"formula": "C5H9N2O", "method": "the ωB97M-V functional and the def2-TZVPD basis", "symbols": ["C", "C", "C", "C", "C", "N", "N", "O", "H", "H", "H", "H", "H", "H", "H", "H", "H"], "coordinates": [[-2.759287, -0.109074, 0.132265], [-0.767444, -1.655411, 0.185714], [0.159700, -0.818492, -0.667085], [-0.770724, 1.363234, -0.835742], [0.777651, 0.944441, 0.834251], [-2.136078, -1.098600, 0.242822], [0.074950, 0.531049, -0.383731], [-3.272354, 0.920783, 0.134113], [-0.931156, -2.680248, -0.111055], [-0.448048, -1.495519, 1.210744], [1.197440, -1.113884, -0.555423], [-0.196960, -0.902291, -1.767093], [-0.771166, 2.289839, -0.343972], [-1.563039, 1.156017, -1.467955], [1.962534, 1.033167, 0.792994], [0.355093, 1.914860, 1.174436], [0.589334, 0.130176, 1.540304]], "atomic_forces_ev_per_a": [[0.92, -0.11, 0.73], [-1.94, 1.37, 1.26], [-0.92, -2.63, -4.23], [0.80, -0.24, 0.95], [2.50, 0.70, 1.04], [1.25, -2.09, -0.62], [0.03, 2.96, 1.60], [-1.77, 1.92, -0.33], [0.87, -0.24, -0.02], [0.29, -1.07, 0.26], [0.04, -0.35, -0.18], [0.94, -0.29, 1.60], [-0.09, 1.34, 0.16], [-0.82, -0.65, -1.89], [-2.56, -0.24, -0.59], [0.49, -0.90, 0.02], [-0.02, 0.51, 0.24]], "nbo_charge": [0.84, -0.21, -0.26, 0.15, -0.44, -0.53, -0.23, -0.51, 0.27, 0.22, 0.26, 0.24, 0.22, 0.24, 0.27, 0.24, 0.23], "e_lumo_ev": -5.2, "e_above_lowest_kcal_mol": 63.3, "homo_energy_ev": -14.71, "total_charge": 1, "spin_multiplicity": 1}



2.
{"formula": "C14H8O2Rb", "method": "the ωB97M-V functional and the def2-TZVPD basis", "symbols": ["Rb", "C", "C", "C", "C", "C", "C", "C", "O", "C", "C", "C", "C", "C", "C", "C", "O", "H", "H", "H", "H", "H", "H", "H", "H"], "coordinates": [[-3.303296, 0.055112, 4.173665], [0.031221, -3.692899, 0.173381], [-0.869218, -3.329515, 1.138718], [-1.150057, -2.022808, 1.338148], [-0.455722, -1.067025, 0.622414], [0.480199, -1.404677, -0.323448], [0.762892, -2.771379, -0.521855], [1.250777, -0.339865, -0.950059], [2.229292, -0.686724, -1.560187], [0.867777, 1.092722, -0.878717], [1.470159, 2.025564, -1.732978], [1.089455, 3.368335, -1.559236], [0.127347, 3.721809, -0.745185], [-0.572483, 2.794433, 0.015327], [-0.164655, 1.417643, 0.037196], [-0.903452, 0.371444, 0.871867], [-1.842085, 0.644490, 1.660067], [0.279345, -4.729328, -0.001704], [-1.490007, -4.007564, 1.705522], [-1.834875, -1.874359, 2.159964], [1.601534, -3.148572, -1.088241], [2.287087, 1.661323, -2.338239], [1.604121, 4.058018, -2.211817], [-0.126899, 4.768384, -0.664921], [-1.368455, 3.095438, 0.680319]], "atomic_forces_ev_per_a": [[0.49, 0.17, -0.81], [1.18, -1.37, -0.66], [-1.40, -0.32, 0.33], [0.09, -0.84, 0.90], [-2.39, 3.77, 1.17], [0.42, -0.09, 0.12], [0.09, 0.49, 0.36], [-0.40, 0.25, -0.12], [2.31, -0.27, -1.59], [-0.60, -1.43, 0.40], [-0.61, 0.16, 1.85], [3.96, -2.25, -3.88], [-3.40, 1.01, 2.82], [0.56, -1.17, 0.70], [-1.62, 0.60, 0.31], [2.69, -0.48, -2.32], [-0.83, 0.31, 1.15], [-0.14, -0.23, 0.10], [0.35, -0.64, -0.04], [-0.20, 0.92, -0.20], [-0.10, 0.48, -0.49], [-0.08, 0.24, -0.30], [-0.05, 0.47, 0.14], [-0.22, 0.14, 0.03], [-0.11, 0.09, -0.01]], "nbo_charge": [0.99, -0.26, -0.21, -0.19, -0.12, -0.17, -0.13, 0.57, -0.61, -0.16, -0.17, -0.23, -0.23, -0.19, -0.11, 0.41, -0.82, 0.20, 0.19, 0.16, 0.23, 0.24, 0.20, 0.20, 0.21], "e_lumo_ev": [-1.5, -1.5], "homo_energy_ev": [-4.49, -7.98], "spin_multiplicity": 2}